# 1
The following is a quantum chemistry calculation of CH4OTm as an isolated structure in a non-equilibrium geometry, from OMol25.

Output
Highest occupied orbital energy (spin up / spin down): -14.2582 / -14.2220 eV
Kohn-Sham gap (spin up / spin down): 7.828 / 7.866 eV
Expectation value of S²: 2.00

Structure (ORCA input):
```
! RIJCOSX wB97M-V def2-TZVPD def2/J DEFGRID3
* xyz 1 3
O -0.89 1.51 2.19
Tm -0.45 -0.22 1.10
H -0.79 2.44 1.93
C 0.42 -0.84 -1.03
H 1.52 -0.72 -1.08
H 0.21 -1.90 -1.26
H -0.02 -0.26 -1.85
*
```



# 2
The following is a quantum chemistry calculation of a 2-piece molecular cluster, CH4S3 overall in a non-equilibrium geometry, from OMol25.

Output
SMILES: S=CS.S
Energy above the lowest of the compared OMol25 structures with the same formula, charge and spin: 29.3 kcal/mol
Highest occupied orbital energy: -9.0456 eV
Kohn-Sham gap: 8.316 eV

Structure (ORCA input):
```
! RIJCOSX wB97M-V def2-TZVPD def2/J DEFGRID3
* xyz 0 1
S 0.27 1.59 -0.17
C 1.11 0.40 0.52
S 1.43 -1.19 -0.10
H 1.57 0.53 1.50
H 0.76 -1.03 -1.26
S -2.05 -0.50 -0.03
H -1.28 0.57 0.22
H -2.00 -0.92 1.25
*
```



# 3
The following is a quantum chemistry calculation of an isolated molecule of CH4S4 in a non-equilibrium geometry, from OMol25.

Output
Energy above the lowest of the compared OMol25 structures with the same formula, charge and spin: 20.3 kcal/mol
Highest occupied orbital energy (spin up / spin down): -8.2106 / -8.2098 eV
Kohn-Sham gap (spin up / spin down): 7.072 / 7.071 eV

Structure (ORCA input):
```
! RIJCOSX wB97M-V def2-TZVPD def2/J DEFGRID3
* xyz 0 1
C -1.17 -0.21 -0.32
S 1.04 1.64 0.54
S 3.19 0.83 -0.02
S -0.22 1.28 -0.87
S 3.47 -1.11 0.04
H -1.07 -0.94 -1.07
H -2.13 0.11 -0.43
H -0.82 -0.46 0.71
H 3.32 1.22 1.16
*
```



# 4
The following is a quantum chemistry calculation of CH4S4 as an isolated structure in a non-equilibrium geometry, from OMol25.

Output
Energy above the lowest of the compared OMol25 structures with the same formula, charge and spin: 18.1 kcal/mol
Highest occupied orbital energy (spin up / spin down): -8.5839 / -8.5848 eV
Kohn-Sham gap (spin up / spin down): 7.398 / 7.399 eV

Structure (ORCA input):
```
! RIJCOSX wB97M-V def2-TZVPD def2/J DEFGRID3
* xyz 0 1
C -0.78 0.17 -0.70
S 1.37 2.15 0.10
S 3.50 0.27 0.69
S 0.89 0.83 -1.24
S 2.80 -0.92 -0.70
H -1.51 0.09 -1.50
H -1.25 0.59 0.26
H -0.56 -0.79 -0.29
H 3.01 0.10 2.00
*
```



# 5
The following is a quantum chemistry calculation of a 2-piece molecular cluster, CH5BN2O4 overall in a non-equilibrium geometry, from OMol25.

Output
Energy above the lowest of the compared OMol25 structures with the same formula, charge and spin: 69.9 kcal/mol
Highest occupied orbital energy (spin up / spin down): -10.3502 / -10.3528 eV
Kohn-Sham gap (spin up / spin down): 7.001 / 7.006 eV

Structure (ORCA input):
```
! RIJCOSX wB97M-V def2-TZVPD def2/J DEFGRID3
* xyz 0 1
B -1.76 0.29 -0.09
C 2.12 0.04 0.00
N 1.80 -1.23 0.16
N 1.29 0.86 -0.50
O 3.29 0.52 0.01
O -1.90 1.58 0.19
O -2.95 -0.36 -0.11
O -0.69 -0.39 -0.38
H 0.77 -1.43 -0.06
H 2.58 -1.99 0.23
H 1.09 1.76 -0.09
H -2.69 1.61 0.74
H -2.94 -1.27 -0.11
*
```



# 6
The following is a quantum chemistry calculation of an isolated molecule of CH5BS in a non-equilibrium geometry, from OMol25.

Output
Energy above the lowest of the compared OMol25 structures with the same formula, charge and spin: 49.5 kcal/mol
Highest occupied orbital energy (spin up / spin down): -4.7857 / -10.9238 eV
Kohn-Sham gap (spin up / spin down): 5.396 / 7.227 eV
Expectation value of S²: 2.01

Structure (ORCA input):
```
! RIJCOSX wB97M-V def2-TZVPD def2/J DEFGRID3
* xyz 0 3
B -0.38 -0.79 -0.18
C -0.21 0.77 -0.14
S 1.49 -0.05 0.03
H -0.85 -1.09 0.78
H -0.73 -1.12 -1.20
H -0.56 1.57 0.60
H -0.05 1.10 -1.12
H 1.29 -0.40 1.23
*
```



# 7
The following is a quantum chemistry calculation of CH5BS2 as an isolated structure in a non-equilibrium geometry, from OMol25.

Output
Energy above the lowest of the compared OMol25 structures with the same formula, charge and spin: 44.4 kcal/mol
Highest occupied orbital energy: -9.7370 eV
Kohn-Sham gap: 10.057 eV

Structure (ORCA input):
```
! RIJCOSX wB97M-V def2-TZVPD def2/J DEFGRID3
* xyz 0 1
B 0.50 0.30 -0.05
C -1.10 -0.91 -0.16
S 1.54 0.43 1.45
S 0.48 1.41 -1.44
H -1.63 0.01 -0.01
H -1.20 -1.63 0.69
H -1.28 -1.38 -1.13
H 2.36 1.31 1.06
H 1.24 2.37 -1.22
*
```



# 8
The following is a quantum chemistry calculation of a 2-piece molecular cluster, CH5BrN2 overall in a non-equilibrium geometry, from OMol25.

Output
Energy above the lowest of the compared OMol25 structures with the same formula, charge and spin: 73.0 kcal/mol
Highest occupied orbital energy (spin up / spin down): -9.5305 / -9.3683 eV
Kohn-Sham gap (spin up / spin down): 8.709 / 8.807 eV

Structure (ORCA input):
```
! RIJCOSX wB97M-V def2-TZVPD def2/J DEFGRID3
* xyz 0 1
C 0.17 1.25 -0.15
N 0.83 -1.97 -0.10
N -0.72 0.43 0.52
Br -2.37 -0.03 -0.05
H -0.39 1.86 -0.80
H 0.67 1.74 0.61
H 0.91 0.67 -0.75
H 0.75 -1.23 0.60
H 0.16 -2.72 0.12
*
```



# 9
The following is a quantum chemistry calculation of a 2-piece molecular cluster, CH5BrN2 overall in a non-equilibrium geometry, from OMol25.

Output
Energy above the lowest of the compared OMol25 structures with the same formula, charge and spin: 50.9 kcal/mol
Highest occupied orbital energy (spin up / spin down): -9.2990 / -6.8305 eV
Kohn-Sham gap (spin up / spin down): 10.288 / 2.902 eV

Structure (ORCA input):
```
! RIJCOSX wB97M-V def2-TZVPD def2/J DEFGRID3
* xyz 0 1
C -1.17 -0.64 -1.04
N 0.19 0.53 0.50
N -0.90 -0.10 0.23
Br 4.34 1.02 2.77
H -0.38 -1.10 -1.49
H -2.06 -1.28 -0.91
H -1.50 0.29 -1.65
H 0.35 0.87 1.54
H 1.13 0.41 0.04
*
```



# 10
The following is a quantum chemistry calculation of an isolated molecule of CH5BrP2 in a non-equilibrium geometry, from OMol25.

Output
SMILES: C[PH]#[PH]Br
Energy above the lowest of the compared OMol25 structures with the same formula, charge and spin: 7.3 kcal/mol
Highest occupied orbital energy: -8.6031 eV
Kohn-Sham gap: 8.748 eV

Structure (ORCA input):
```
! RIJCOSX wB97M-V def2-TZVPD def2/J DEFGRID3
* xyz 0 1
C -0.80 -1.06 0.11
P -0.63 0.65 -0.66
P 1.10 1.41 0.47
Br 2.40 -0.30 0.06
H -0.92 -0.90 1.16
H 0.22 -1.40 0.00
H -1.53 -1.57 -0.55
H -1.68 1.11 0.04
H 1.85 2.05 -0.62
*
```



# 11
The following is a quantum chemistry calculation of a 2-piece molecular cluster, CH5ClN2 overall in a non-equilibrium geometry, from OMol25.

Output
SMILES: [H]/N=N\[H].CCl
Energy above the lowest of the compared OMol25 structures with the same formula, charge and spin: 50.6 kcal/mol
Highest occupied orbital energy: -9.0497 eV
Kohn-Sham gap: 10.028 eV

Structure (ORCA input):
```
! RIJCOSX wB97M-V def2-TZVPD def2/J DEFGRID3
* xyz 0 1
H -0.43 1.78 2.62
N 0.25 1.74 1.93
N 0.91 0.73 1.74
H 0.66 -0.08 2.34
C -0.27 -0.77 -1.87
Cl -0.53 -1.21 -0.16
H -0.86 -1.38 -2.43
H -0.55 0.18 -2.14
H 0.82 -0.99 -2.02
*
```



# 12
The following is a quantum chemistry calculation of an isolated molecule of CH5ClNOP in a non-equilibrium geometry, from OMol25.

Output
SMILES: C[P@@](N)(=O)Cl
Energy above the lowest of the compared OMol25 structures with the same formula, charge and spin: 0.0 kcal/mol
Highest occupied orbital energy: -10.6596 eV
Kohn-Sham gap: 11.377 eV

Structure (ORCA input):
```
! RIJCOSX wB97M-V def2-TZVPD def2/J DEFGRID3
* xyz 0 1
C -0.61 -0.63 1.05
P 0.66 0.28 0.02
N -0.13 0.39 -1.48
O 1.03 1.57 0.60
Cl 2.14 -1.11 -0.12
H -0.32 -0.51 2.15
H -1.41 0.13 0.84
H -1.04 -1.57 0.77
H -0.57 1.30 -1.43
H 0.25 0.15 -2.39
*
```